A molecular structure, C28H44F6N6NaO2PS. Source: the OMol25 dataset; level of theory: ωB97M-V/def2-TZVPD.

Output
HOMO-LUMO gap = 6.3266 eV

Geometry (Å):
Na: 9.2983 -14.5977 16.7762
P: 9.0756 -17.9511 16.2860
F: 10.0185 -19.0667 15.6186
F: 9.8890 -18.0530 17.6354
F: 10.0708 -16.7986 15.6752
F: 8.1547 -16.7796 16.9490
F: 8.1997 -17.8065 14.9017
F: 8.0350 -19.0725 16.7024
C: 6.1762 -13.1952 20.3419
C: 6.7331 -14.0271 21.5062
C: 8.2486 -14.1525 21.4670
C: 8.7244 -14.8994 20.3033
N: 9.0954 -15.4859 19.3867
H: 5.3176 -12.5956 20.6483
H: 5.8051 -13.7875 19.5033
H: 6.9029 -12.4831 19.9355
H: 6.2403 -14.9981 21.4413
H: 6.3881 -13.5586 22.4249
H: 8.6860 -14.5830 22.3670
H: 8.6860 -13.1537 21.3462
C: 12.8812 -16.9380 21.7128
C: 13.7060 -16.9890 20.4147
C: 13.3745 -18.1443 19.4921
C: 13.6493 -19.4830 20.0113
N: 13.9109 -20.5259 20.4113
H: 13.2270 -17.6436 22.4606
H: 11.8275 -17.0876 21.4595
H: 12.9072 -15.9105 22.0812
H: 14.7681 -16.8475 20.6078
H: 13.4171 -16.0815 19.8709
H: 14.0339 -18.0769 18.6113
H: 12.3831 -18.0857 19.0371
C: 10.9636 -23.5340 15.8200
C: 11.8137 -22.9931 16.9460
C: 11.3219 -21.6664 17.4989
C: 9.9178 -21.7552 17.9383
N: 8.8025 -21.8922 18.1693
H: 11.1830 -24.5838 15.6089
H: 11.1525 -22.9795 14.9002
H: 9.8954 -23.5280 16.0488
H: 12.8189 -22.8636 16.5328
H: 11.9360 -23.7054 17.7623
H: 11.3256 -20.8209 16.8039
H: 11.8866 -21.3522 18.3759
C: 9.1043 -19.5924 11.9710
C: 8.7899 -20.7368 12.9258
C: 9.5712 -21.9690 12.5288
S: 9.6353 -21.9685 10.7471
O: 8.5132 -22.6592 10.1912
O: 10.9731 -22.3156 10.3230
C: 9.4472 -20.1896 10.5793
H: 9.9056 -18.9390 12.3081
H: 8.2098 -18.9729 11.8878
H: 7.7272 -20.9917 12.8408
H: 8.8994 -20.4977 13.9822
H: 9.2241 -22.9067 12.9595
H: 10.6191 -21.9230 12.8449
H: 8.8527 -19.9191 9.7128
H: 10.4673 -19.8689 10.3594
N: 11.8058 -15.3093 17.8164
C: 11.7330 -13.9665 18.1295
C: 12.6703 -13.3332 17.3461
C: 13.3016 -14.3170 16.5496
C: 12.8004 -15.5352 16.9297
H: 11.2800 -16.0059 18.3269
H: 11.1217 -13.6960 18.9736
H: 12.8966 -12.2830 17.2532
H: 14.0917 -14.1996 15.8280
H: 13.0534 -16.5185 16.5707
N: 11.8394 -16.3217 13.1275
C: 13.1756 -16.0073 13.2387
C: 13.5872 -15.5000 12.0344
C: 12.4691 -15.5413 11.1549
C: 11.4054 -16.0191 11.8745
H: 11.2847 -16.5261 13.9412
H: 13.6525 -15.9450 14.2001
H: 14.5718 -15.1276 11.8045
H: 12.4517 -15.2439 10.1204
H: 10.3523 -16.0489 11.6495
N: 4.8860 -19.0555 15.4059
C: 4.7754 -19.6866 16.6229
C: 3.5508 -20.3074 16.6550
C: 2.8827 -19.9970 15.4371
C: 3.7119 -19.1703 14.7240
H: 5.6617 -18.4592 15.1707
H: 5.5672 -19.6426 17.3495
H: 3.2024 -20.8044 17.5461
H: 1.8921 -20.2899 15.1326
H: 3.5670 -18.6584 13.7880

Force components x, y, z for each atom (eV/Å):
0.1340 -0.7918 0.1453
-1.5767 -1.4324 -1.8390
0.2956 0.0934 -0.2019
0.6312 0.2701 0.6339
0.3810 0.8249 0.4404
0.0495 0.6348 -0.0138
0.4078 0.3330 -0.0300
-0.0815 -0.0451 0.8707
-0.1934 0.4051 -0.3943
-0.9173 0.0737 -0.6012
0.2645 0.3879 -0.1018
-0.0718 -0.3318 0.0131
0.1027 0.4578 -0.0858
0.0560 -0.0572 0.1506
0.2517 -0.1980 0.0705
0.0451 -0.0646 0.1249
0.2680 -0.1410 0.3019
0.4131 -0.0896 0.2353
-0.0965 -0.1423 0.0010
-0.0412 -0.0396 0.2165
-0.0117 0.4094 -0.7454
-0.8807 1.0315 0.3808
1.0187 -0.2426 -1.1308
-0.2605 0.1308 0.2509
-0.0211 -0.1008 0.0265
-0.1579 -0.0471 0.1254
0.0302 -0.4028 0.1724
0.2896 -0.1528 0.3668
0.0865 -0.4923 0.0079
0.1464 -0.1124 -0.1690
-0.0442 0.0907 0.1417
-0.2377 -0.1236 0.5206
-0.4122 -0.6014 -0.2302
0.6581 -0.0771 -0.3154
-0.6858 0.6250 0.6263
0.1263 -0.2560 -0.3327
-0.1076 0.0529 0.2447
0.2488 0.0921 0.0195
-0.1772 0.0756 0.0213
0.0254 0.2684 0.0026
0.0379 0.1923 0.2444
-0.2662 -0.0270 0.0342
0.2629 -0.2646 -0.2515
0.2806 -0.0595 -0.0114
-0.8241 0.1198 -0.6689
-0.9307 -0.5534 0.4079
0.9754 -0.1386 0.6598
0.7016 0.2987 0.1637
-0.6087 -0.2627 -0.2151
-0.2602 -0.1423 -0.0177
1.2331 0.5383 0.4296
0.1525 -0.1883 0.1014
0.1066 0.1117 0.0455
0.0257 0.0786 -0.1741
0.3529 0.1669 -0.0767
-0.4329 -0.0212 -0.4036
-0.0104 0.3019 -0.1592
-0.4588 -0.1774 0.2213
-0.0477 -0.0940 -0.2587
-0.3690 -0.2070 0.9330
0.1182 -0.4167 -0.1602
-0.0528 0.4302 -0.5196
0.4056 -0.4070 0.3350
-0.0656 0.0521 -0.7008
0.0521 -0.1250 -0.1452
-0.0177 0.3813 -0.1059
-0.1806 0.0480 0.3364
-0.0235 0.2576 -0.0121
-0.1871 -0.0785 0.0378
0.7424 0.3146 0.6677
-0.3839 0.6150 -0.1417
-0.0158 -0.2574 -0.1557
0.0725 0.0719 0.0579
-0.3065 0.1713 -0.0240
-0.3067 -0.2387 -0.1792
0.0931 -0.4352 0.0033
0.0265 -0.0800 -0.0082
-0.0344 0.0451 -0.0095
0.0447 -0.3127 -0.2032
0.1474 0.4232 0.8143
-0.1570 -0.1281 -0.5475
0.3677 0.3788 0.3552
-0.1590 0.2678 0.1995
0.0975 -0.3203 -0.3181
0.0144 -0.0843 -0.1304
0.0868 -0.0874 -0.0600
-0.2386 -0.2913 -0.2674
-0.0213 -0.0316 0.0496
0.0058 -0.1496 -0.0923

=====

C28H44N4O4S in the gas phase. Source: the OMol25 dataset; level of theory: ωB97M-V/def2-TZVPD.

Output
SMILES = CCCN(CCC)CCCNC(=O)c1cn(CC)c2ccc(S(=O)(=O)N(C)C3CCCCC3)cc2c1=O
HOMO-LUMO gap = 7.5983 eV

Geometry (Å):
C: -4.7837 -0.8661 3.1977
C: -5.8167 0.0219 2.5144
H: -6.5624 0.3324 3.2505
H: -5.3259 0.9242 2.1448
C: -6.5734 -0.6561 1.3549
N: -5.8082 -1.0461 0.1912
C: -5.0181 0.0124 -0.3978
C: -4.8312 -0.1929 -1.9033
H: -4.2608 -1.1053 -2.0835
C: -4.0932 0.9833 -2.5408
N: -2.7743 1.1311 -1.9762
C: -2.3647 2.2474 -1.3585
O: -2.9964 3.2931 -1.3290
C: -1.0224 2.1412 -0.6987
C: -0.4917 3.3037 -0.2338
N: 0.6914 3.4243 0.3983
C: 1.4192 2.2921 0.6877
C: 2.6288 2.3404 1.4010
C: 3.3264 1.1868 1.6746
C: 2.8324 -0.0449 1.2641
C: 1.6526 -0.1210 0.5705
C: 0.9358 1.0384 0.2593
C: -0.3084 0.8966 -0.5149
O: -0.6681 -0.1981 -0.9474
H: 1.2457 -1.0727 0.2669
S: 3.7822 -1.5317 1.6065
O: 4.8289 -1.1740 2.5192
O: 2.8740 -2.5767 1.9685
N: 4.4867 -1.9499 0.1661
C: 3.6227 -2.5703 -0.8055
H: 4.2083 -3.2122 -1.4626
H: 3.0707 -1.8411 -1.4089
H: 2.9179 -3.1839 -0.2495
C: 5.5981 -1.1300 -0.2698
C: 5.2142 -0.0257 -1.2602
C: 6.4294 0.8560 -1.5373
C: 7.5756 0.0223 -2.1029
C: 7.9399 -1.1088 -1.1455
C: 6.7223 -1.9842 -0.8625
H: 6.9762 -2.7774 -0.1590
H: 6.3840 -2.4455 -1.7924
H: 8.3062 -0.6874 -0.2073
H: 8.7388 -1.7159 -1.5754
H: 8.4461 0.6581 -2.2754
H: 7.2745 -0.3996 -3.0645
H: 6.7501 1.3306 -0.6073
H: 6.1602 1.6455 -2.2424
H: 4.3958 0.5747 -0.8549
H: 4.8765 -0.4747 -2.1966
H: 5.9687 -0.6712 0.6520
H: 4.2532 1.2088 2.2255
H: 3.0259 3.2784 1.7514
C: 1.1061 4.7436 0.8407
C: 0.7075 4.9958 2.2925
H: 1.0243 5.9899 2.5952
H: 1.1647 4.2656 2.9554
H: -0.3723 4.9277 2.3996
H: 2.1847 4.8489 0.7081
H: 0.6188 5.4784 0.1963
H: -1.0597 4.2116 -0.3918
H: -2.1984 0.2988 -1.8715
H: -4.0086 0.8239 -3.6224
H: -4.6245 1.9221 -2.3646
H: -5.8098 -0.3025 -2.3710
H: -4.0242 0.1039 0.0746
H: -5.5498 0.9547 -0.2443
C: -5.1597 -2.3449 0.2470
C: -5.8172 -3.3320 -0.7263
C: -5.1479 -4.6992 -0.6706
H: -4.0953 -4.6191 -0.9342
H: -5.6240 -5.3886 -1.3639
H: -5.2162 -5.1185 0.3312
H: -5.7625 -2.9347 -1.7399
H: -6.8733 -3.4238 -0.4669
H: -4.0942 -2.2527 0.0051
H: -5.2298 -2.7679 1.2528
H: -7.3472 0.0429 1.0137
H: -7.0807 -1.5485 1.7289
H: -4.3499 -0.3468 4.0506
H: -3.9776 -1.1244 2.5159
H: -5.2433 -1.7844 3.5585

Force components x, y, z for each atom (eV/Å):
-0.1084 0.2142 -0.0631
-0.0609 -0.3132 -0.1685
-0.0208 0.1011 -0.0195
-0.0582 0.0987 0.0159
-0.0098 0.3577 0.2223
0.1086 0.0463 0.0993
-0.0122 -0.1472 -0.2739
0.1456 0.4093 0.2354
-0.0235 -0.1462 -0.0554
-0.2695 -0.0126 -0.1598
0.0497 -0.3222 -0.0855
0.2760 -0.0832 -0.0430
-0.1641 0.3086 0.0500
-0.0546 0.0071 0.0861
-0.2541 -0.2306 -0.2410
-0.1676 -0.0259 -0.2451
0.1664 -0.6784 -0.0044
0.0623 0.0397 0.0005
0.0033 0.1493 0.0458
0.2797 -0.5565 0.1629
-0.0785 0.0242 -0.0158
0.2447 0.0060 0.1449
0.0105 0.2393 -0.0156
0.0833 -0.1327 0.0547
-0.1138 -0.0717 -0.0771
0.0694 -0.0655 -0.1328
0.0229 0.2746 -0.1618
-0.2144 0.0778 -0.2753
-0.4202 0.0403 1.1259
-0.3591 -0.1633 -0.1730
0.0006 0.0124 -0.0016
0.0089 -0.0369 -0.0510
-0.0551 -0.1109 -0.2445
0.4324 0.2831 -0.2592
0.0765 0.0979 0.2837
-0.0933 -0.1329 -0.3055
0.1265 0.1577 0.2735
-0.1054 -0.1039 -0.3236
0.0149 0.1523 0.3563
-0.0341 -0.0736 -0.0064
-0.0319 -0.0815 -0.0652
0.0793 0.0020 0.0649
0.0533 0.0050 0.0815
0.0133 -0.0116 -0.0923
0.0132 -0.0051 -0.0905
0.0192 0.0943 0.0513
0.0099 0.0600 0.0725
-0.0340 -0.0319 -0.0854
-0.0854 -0.0162 -0.0650
0.1817 0.0528 -0.2051
0.1032 0.1132 0.0835
0.0142 0.0997 0.0352
0.0572 0.4160 0.4380
0.1068 -0.0120 -0.2138
0.0248 0.0987 0.0763
0.0280 -0.0421 0.0859
-0.0943 0.0028 0.0307
-0.1159 0.0022 -0.0904
0.1210 -0.1342 -0.0187
0.0139 0.0521 0.0144
0.0790 0.2119 0.0861
-0.0788 0.1017 0.0917
0.0185 -0.1154 -0.1019
-0.0225 -0.0734 -0.0295
-0.1018 0.0774 0.0249
0.0459 0.0577 0.0205
-0.3850 -0.2135 -0.3805
0.3398 -0.1346 0.2388
-0.1665 0.1702 -0.0767
0.1384 -0.0623 -0.0222
0.0216 -0.1317 -0.0322
0.0297 -0.1045 0.1007
-0.0644 0.0895 -0.0274
-0.0579 0.0767 -0.0294
0.0517 -0.0100 0.0732
0.0935 0.0355 0.0245
-0.0489 -0.0851 0.0904
-0.0874 0.0116 0.0138
0.0858 -0.0272 0.0708
0.1142 -0.0928 -0.0453
0.0126 -0.1356 0.0469

=====

3 unconnected molecules or ions with the total composition C28H44N4O5. Source: the OMol25 dataset; level of theory: ωB97M-V/def2-TZVPD.

Output
SMILES = CCC(=O)OCC[C@H]1[C@](CCCO)(CNC)C(=O)N[C@@]1(C)CCCO.c1ccncc1.c1ccncc1
HOMO-LUMO gap = 8.7251 eV

Geometry (Å):
C: 2.3000 3.1824 2.6167
C: 0.7782 3.7382 2.7612
C: -0.0847 3.1419 1.5294
O: 0.3331 3.1730 0.3425
O: -1.3305 2.5501 1.9090
C: -1.4557 1.2033 1.3772
C: -0.3908 0.1608 1.9896
C: -0.4830 -1.1666 1.0989
C: -0.5234 -2.6138 1.8049
C: -2.1247 -2.9724 1.7853
C: -0.1979 -2.7562 3.3609
C: 1.3068 -2.3770 3.7779
C: 1.3930 -1.1032 4.7824
O: 2.3237 -0.0967 4.2688
N: 0.0417 -3.5805 0.8212
C: 0.0799 -2.8945 -0.5044
O: -0.1462 -3.4068 -1.6356
C: 0.4204 -1.3229 -0.2147
C: 2.0371 -1.4171 -0.0344
C: 2.7436 0.0012 0.1759
C: 4.0063 0.0208 1.1529
O: 4.2787 -1.2199 1.8469
C: -0.0061 -0.5103 -1.5418
N: -1.4524 -0.6903 -1.8491
C: -1.7083 -1.0032 -3.2872
H: 3.0037 3.9620 2.1699
H: 2.7070 2.8337 3.6278
H: 2.2611 2.2785 1.9261
H: 0.7711 4.8770 2.7878
H: 0.3644 3.2714 3.7210
H: -1.4126 1.2777 0.2355
H: -2.5233 0.8440 1.6290
H: -0.7892 -0.0988 3.0425
H: 0.6548 0.5890 2.1231
H: -1.5603 -1.0918 0.6824
H: -2.2584 -3.9798 2.3205
H: -2.5010 -3.0879 0.7140
H: -2.6694 -2.1256 2.3450
H: -0.3944 -3.8377 3.7087
H: -0.8972 -2.0685 3.9455
H: 1.7931 -3.2552 4.3489
H: 1.9661 -2.1979 2.8662
H: 1.7224 -1.4028 5.8367
H: 0.3599 -0.6013 4.8984
H: 2.3887 -0.1630 3.2932
H: -0.6425 -4.3346 0.6657
H: 2.2076 -2.1860 0.7845
H: 2.4349 -1.8602 -1.0195
H: 1.9385 0.7848 0.4441
H: 3.1254 0.3334 -0.8628
H: 4.9914 0.3518 0.6504
H: 3.7991 0.8162 1.9680
H: 4.4467 -1.0602 2.8065
H: 0.1313 0.6067 -1.2638
H: 0.6983 -0.7015 -2.4130
H: -2.0277 0.0863 -1.5041
H: -0.7825 -1.0181 -3.9477
H: -2.2044 -2.0437 -3.3189
H: -2.5168 -0.2677 -3.6594
N: -4.6385 0.5079 -1.7061
C: -5.1728 -0.3582 -2.5826
C: -6.5002 -0.3332 -2.9790
C: -7.3289 0.6383 -2.4371
C: -6.8035 1.5439 -1.5268
C: -5.4620 1.4384 -1.1980
H: -4.4856 -1.1004 -2.9745
H: -6.8766 -1.0555 -3.6925
H: -8.3743 0.6894 -2.7213
H: -7.4216 2.3147 -1.0837
H: -5.0038 2.1261 -0.4942
N: 2.3374 1.1217 -3.6014
C: 2.6644 2.4181 -3.4803
C: 3.5676 3.0660 -4.3075
C: 4.1738 2.3340 -5.3182
C: 3.8554 0.9916 -5.4647
C: 2.9368 0.4371 -4.5883
H: 2.1666 2.9468 -2.6734
H: 3.7917 4.1157 -4.1650
H: 4.8873 2.8051 -5.9855
H: 4.3098 0.3901 -6.2421
H: 2.6525 -0.6079 -4.6647

Force components x, y, z for each atom (eV/Å):
-0.3658 -0.0120 -0.1131
0.1476 -1.2457 -0.1529
0.9919 0.6245 -2.0710
-1.7601 -0.4545 4.4181
2.4632 0.0570 -0.3569
-0.4680 -0.6652 -0.8676
-0.9204 -0.4390 0.4050
-0.5005 0.7478 -0.8283
-3.3261 0.0279 0.2426
0.4880 -0.0020 0.6173
1.4158 -0.1452 -0.0505
0.1471 -0.1773 1.0911
-0.4651 -0.0591 -0.7375
-0.3129 -0.6736 0.1231
-0.4922 1.0399 -2.2434
-0.3907 -0.0206 -1.3757
1.0366 1.3848 4.5029
0.4134 -2.3408 -1.0133
-0.6975 0.1968 -0.3843
0.0950 -0.0403 -1.0703
0.2927 1.4660 1.1831
-0.3485 0.2957 0.4139
-0.0855 1.6833 1.9754
1.2793 -0.1607 -0.8134
-1.7742 -0.4010 0.2367
-1.0340 -1.1248 0.5550
-0.6484 0.6096 -1.4079
0.2700 1.2502 0.8751
-0.2530 -1.6053 -0.0746
0.3087 1.0280 -1.3892
0.2176 -0.2703 1.5730
1.7318 0.6465 -0.2322
0.7646 0.4869 -1.5467
-1.3769 -0.4439 -0.3526
1.7424 -0.0625 0.2972
-0.0605 1.4808 -0.6371
0.4646 0.4176 1.3948
0.5052 -1.4772 -0.8809
0.1140 1.6755 -0.7434
0.7482 -1.0233 -0.9161
-0.7878 1.2513 -1.0657
-0.8795 -0.1013 1.1415
-0.2035 0.4533 -1.6081
1.4310 -0.8128 -0.2347
-0.3344 -0.2113 0.8500
0.7749 0.0298 0.3719
0.1616 1.2194 -0.9536
-0.5983 0.4860 1.5332
1.4442 -1.1794 -0.1358
-0.7021 -0.4349 1.6127
-1.7190 -0.5166 0.3937
0.3985 -0.9954 -1.3115
-0.2314 0.0635 -1.2596
0.2221 -1.5640 -0.5326
-1.0529 -0.0724 1.2094
0.4386 -0.4299 -0.5914
-1.2055 0.2372 0.9372
0.9111 1.3669 -0.2686
1.5201 -1.0230 0.1595
-0.5852 0.0436 -0.1767
0.3613 0.2335 0.3459
-0.0785 0.1175 0.0872
-0.0854 0.0033 -0.0267
-0.0411 -0.1013 -0.0900
0.4643 -0.2906 -0.1011
-0.0911 -0.0106 -0.0033
0.0507 0.0215 0.0377
0.0658 -0.0011 0.0173
0.0579 -0.0280 -0.0082
-0.0692 0.0136 -0.0158
0.4860 0.2519 -0.4207
-0.2674 -0.4707 0.1311
0.0631 -0.1025 -0.1081
0.0558 0.0382 -0.0523
0.0253 0.1334 0.0142
-0.3208 0.1452 0.4359
0.0259 0.0259 -0.0215
-0.0308 -0.0529 0.0186
-0.0436 -0.0309 0.0406
-0.0397 0.0071 0.0479
0.0517 0.0128 -0.0447

=====

Number 1: maximum force 0.0547 hartree/bohr, HOMO energy -0.28224 Ha, total energy -3073.58459 Ha. Number 2: maximum force 0.0234 hartree/bohr, HOMO energy -0.28632 Ha, total energy -2011.55011 Ha. Number 3: maximum force 0.0938 hartree/bohr, HOMO energy -0.29448 Ha, total energy -1688.36372 Ha.